# 1
17
Properties=species:S:1:pos:R:3 method="wB97M-V/def2-TZVPD" gap_ev=9.17 charge=0 spin_multiplicity=1 homo_ev=-8.18
C 2.32 -1.07 0.68
C 1.25 -1.09 -0.11
C 0.02 -0.38 0.22
C -0.34 0.76 0.84
C -1.81 0.55 0.55
C -2.04 0.40 -0.93
C -1.41 -0.72 -0.15
H 2.31 -0.47 1.59
H 3.21 -1.66 0.47
H 2.14 1.45 -0.89
H 1.22 -1.71 -1.00
H 0.20 1.60 1.26
H 1.95 2.17 -0.90
H -2.63 0.64 1.26
H -1.44 0.98 -1.63
H -3.07 0.23 -1.24
H -1.87 -1.70 -0.02

# 2
17
Properties=species:S:1:pos:R:3 method="wB97M-V/def2-TZVPD" gap_ev="7.32 / 7.69" charge=0 spin_multiplicity=1 homo_ev="-7.16 / -7.53"
C -1.38 -0.77 0.30
C -1.65 1.00 -0.80
C -0.55 0.26 -0.34
C 0.45 -0.66 -1.03
C 0.74 -1.05 0.42
C 1.88 0.89 0.75
C 0.59 0.37 0.93
H -1.80 -1.57 -0.33
H -1.89 -0.59 1.24
H -1.86 1.20 -1.85
H -2.26 1.52 -0.07
H 0.02 -1.43 -1.69
H 1.27 -0.16 -1.56
H 1.49 -1.77 0.77
H 2.43 0.76 -0.17
H 2.38 1.45 1.54
H 0.12 0.56 1.89

# 3
17
Properties=species:S:1:pos:R:3 method="wB97M-V/def2-TZVPD" gap_ev=8.97 charge=0 spin_multiplicity=1 homo_ev=-8.46
C 2.21 -0.91 -1.11
C 1.25 -0.97 0.05
C 0.84 -2.11 0.58
C -0.87 0.38 0.22
C 0.46 0.27 0.25
C -2.71 1.96 0.64
C -1.51 1.70 0.13
H 1.74 -1.22 -2.04
H 3.14 -1.48 -1.01
H 2.51 0.14 -1.24
H -0.06 -2.06 1.18
H 1.01 -3.10 0.15
H -1.54 -0.38 0.60
H 1.01 1.21 0.20
H -3.26 2.88 0.52
H -3.35 1.15 0.98
H -0.88 2.56 -0.08

# 4
17
Properties=species:S:1:pos:R:3 method="wB97M-V/def2-TZVPD" gap_ev=9.55 charge=0 spin_multiplicity=1 homo_ev=-8.47
C 0.07 1.91 0.34
C 0.16 0.41 0.10
C 1.03 0.16 -1.11
C -0.62 -1.60 -0.70
C -0.49 -1.75 0.62
C 0.06 -0.51 1.29
C -0.67 -0.13 -0.98
H 1.02 2.26 0.76
H -0.09 2.45 -0.60
H -0.74 2.15 1.02
H 1.87 0.87 -1.18
H 1.15 -0.61 -1.81
H -0.77 -2.39 -1.43
H -0.76 -2.64 1.17
H 1.03 -0.73 1.75
H -0.59 -0.07 2.05
H -1.66 0.23 -1.31